No. 1
Formula: C25H41FN2O8S2
Source: OMol25
Level of theory: ωB97M-V with the def2-TZVPD basis set

## Properties
SMILES: [H]/N=C(/C)CC1=C(C[C@H](C)F)C(=O)C(OCCNC[C@@H](C)O)=CC1=O.O=S1(=O)CCCC1.O=S1(=O)CCCC1
Max |F| (eV/Å): 2.20
DFT total energy (eV): -70334.867

```
! RIJCOSX wB97M-V def2-TZVPD def2/J DEFGRID3
* xyz 0 1
S 5.942 -3.986 3.393
S -7.975 0.428 -0.379
F 3.669 2.599 1.946
O -7.262 1.061 -1.458
O 4.638 -4.210 2.822
O 3.498 2.754 -2.502
O 0.390 -0.727 -3.201
O 0.841 3.899 -3.022
O -7.311 -0.022 0.818
O -2.442 0.655 -1.501
O 6.185 -2.921 4.333
N 3.403 -2.284 -1.477
N -1.341 3.158 -0.711
C 1.157 2.608 -2.734
C 0.737 0.237 -2.604
C 2.461 1.101 -1.128
C 2.888 -2.805 0.781
C 2.634 -2.051 -0.509
C -8.941 -0.926 -1.038
C 6.561 -5.521 4.091
C 7.146 -3.870 2.076
C 2.501 2.220 -2.139
C 5.026 3.075 0.088
C 3.663 2.558 0.542
C -9.372 1.455 0.089
C 1.618 0.124 -1.369
C 0.357 4.578 -1.841
C -10.293 -0.797 -0.345
C 8.328 -4.697 2.571
C -10.629 0.699 -0.358
C 7.722 -5.962 3.192
C 1.431 -1.108 -0.528
C -1.132 4.306 -1.584
C 0.324 1.632 -2.960
C -4.640 1.278 -0.751
C -2.754 2.883 -0.453
C 3.347 1.105 0.098
C -3.130 1.392 -0.493
H -1.656 5.191 -1.180
H -4.928 0.240 -0.916
H 2.113 -3.588 0.819
H 3.088 -1.729 -2.282
H -1.971 -0.074 -1.088
H 0.570 -1.692 -0.870
H 4.980 3.724 -0.787
H -0.664 1.819 -3.363
H -0.855 3.290 0.168
H 6.703 -4.310 1.182
H -9.283 2.422 -0.401
H 7.347 -6.612 2.399
H 0.922 4.160 -0.992
H -2.954 0.876 0.463
H -11.058 -1.388 -0.850
H 2.855 0.654 0.964
H -3.043 3.275 0.534
H 1.223 -0.799 0.504
H -9.032 -0.774 -2.114
H 0.592 5.641 -1.907
H -3.371 3.385 -1.206
H 5.411 3.697 0.903
H -8.438 -1.868 -0.834
H -5.242 1.650 0.081
H -4.935 1.811 -1.659
H 4.307 0.606 -0.065
H -10.899 1.002 -1.372
H 5.742 2.272 -0.099
H -11.475 0.929 0.288
H 6.895 -5.314 5.106
H 8.880 -4.140 3.332
H 5.757 -6.253 4.107
H 2.743 -2.190 1.672
H -10.220 -1.151 0.686
H -9.344 1.583 1.170
H 9.017 -4.934 1.761
H 8.462 -6.529 3.757
H 2.854 3.237 0.250
H 7.393 -2.826 1.897
H 3.834 -3.333 0.758
H -1.572 4.120 -2.572
*
```



No. 2
Formula: C25H41FNO7
Source: OMol25
Level of theory: ωB97M-V with the def2-TZVPD basis set

## Properties
Max |F| (eV/Å): 2.13
DFT total energy (eV): -45121.348

```
! RIJCOSX wB97M-V def2-TZVPD def2/J DEFGRID3
* xyz 1 1
F 6.753 -2.851 -1.684
O -8.647 -0.919 0.596
O -1.301 -3.353 -0.237
O -0.746 -1.505 -1.323
O 3.833 3.733 -2.474
O 2.228 2.150 -2.646
O -4.506 -1.955 -0.004
O 6.385 1.018 1.696
N 6.331 -0.549 -1.796
C 6.831 2.369 1.484
C -5.616 -1.136 0.401
C -9.225 -1.190 -0.689
C -3.840 -2.454 1.165
C 3.506 2.578 -2.482
C 1.511 1.968 -1.400
C 7.316 -1.629 -1.530
C -10.704 -0.854 -0.583
C -10.697 0.264 0.448
C -1.560 -0.410 -1.781
C 6.273 0.025 -3.000
C -5.817 -1.375 1.887
C 4.627 0.855 -1.031
C 5.411 1.039 -3.285
C 5.514 -0.166 -0.811
C -1.468 -2.666 -1.208
C 7.973 -1.472 -0.147
C 6.313 3.187 2.655
C -0.748 0.900 -1.572
C -9.591 -0.186 1.389
C -4.396 -1.677 2.349
C 4.543 1.467 -2.277
C 6.296 2.157 3.776
C 5.881 0.895 3.040
C 0.771 0.596 -1.384
H 8.111 -1.489 -2.273
H -1.749 -0.502 -2.864
H -5.356 -0.090 0.199
H -2.153 -2.968 -2.021
H 6.279 -0.011 3.497
H 7.251 -1.868 0.582
H 5.625 2.409 4.595
H 4.790 0.807 2.986
H 6.929 -0.316 -3.798
H -2.769 -2.331 1.050
H 6.930 4.058 2.868
H -1.127 1.458 -0.709
H 0.776 2.777 -1.315
H -0.794 1.536 -2.468
H -11.257 -1.713 -0.196
H 8.932 -1.988 -0.094
H -6.492 -1.395 -0.186
H -11.652 0.404 0.952
H -4.062 -3.522 1.252
H 7.302 2.037 4.185
H -9.978 -0.859 2.161
H -3.842 -0.743 2.479
H -4.345 -2.235 3.283
H 1.150 -0.079 -2.157
H -11.144 -0.569 -1.538
H -2.517 -0.357 -1.248
H -8.724 -0.554 -1.427
H -9.050 -2.234 -0.953
H 5.510 -0.621 0.171
H 0.921 0.135 -0.400
H 6.462 2.730 0.521
H 7.925 2.364 1.457
H 4.004 1.160 -0.198
H -9.087 0.649 1.876
H -6.274 -0.527 2.394
H -6.454 -2.248 2.042
H -10.422 1.208 -0.029
H 2.148 2.008 -0.508
H 8.074 -0.410 0.111
H 5.399 1.503 -4.268
H 5.296 3.531 2.451
*
```



No. 3
Formula: C25H41N2O2PtSi4Te
Source: OMol25
Level of theory: ωB97M-V with the def2-TZVPD basis set

## Properties
Max |F| (eV/Å): 0.86
ΔE to the lowest compared entry with this formula, charge and spin (kJ/mol): 16.3
DFT total energy (eV): -75721.854

```
! RIJCOSX wB97M-V def2-TZVPD def2/J DEFGRID3
* xyz -1 1
Pt -1.011 0.011 0.072
Te -1.455 0.506 2.565
Si -4.537 0.439 4.718
Si -3.947 0.668 2.458
Si -4.641 2.753 1.625
Si -4.801 -1.151 1.250
O -1.382 1.953 -0.471
O 1.678 -0.324 1.412
N -0.536 -1.957 0.245
N -0.579 -0.413 -1.918
C 1.610 -1.169 2.326
C 0.843 -2.404 2.238
C 2.359 -1.011 3.558
C 0.972 -3.395 3.239
C -3.662 1.775 5.724
C -6.390 0.577 5.084
C 0.270 1.828 -2.250
C -6.427 3.138 2.131
C 2.398 -1.972 4.519
C -1.086 -2.578 -0.953
C 1.139 2.564 -3.071
C -6.642 -1.435 1.599
C 0.031 -2.728 1.123
C -4.627 -0.913 -0.615
C 0.217 0.408 -2.494
C 1.241 3.933 -2.994
C -4.544 2.865 -0.251
C 1.714 -3.204 4.369
C -3.864 -2.713 1.735
C -0.549 -1.847 -2.190
C 0.442 4.604 -2.061
C -0.534 2.509 -1.277
C -3.518 4.086 2.341
C -3.970 -1.248 5.347
C -0.416 3.920 -1.234
H -1.020 4.438 -0.500
H 0.431 -4.328 3.101
H -6.536 3.147 3.218
H -6.565 0.435 6.155
H -2.589 1.768 5.522
H 2.977 -1.798 5.421
H -4.917 -1.824 -1.149
H -4.021 -1.288 6.440
H -5.264 2.206 -0.739
H 0.508 5.683 -1.975
H -4.758 3.891 -0.569
H -4.042 2.768 5.473
H 1.923 4.476 -3.634
H -3.494 4.060 3.433
H -2.175 -2.467 -0.939
H -6.964 -0.181 4.549
H 1.745 2.020 -3.789
H -3.847 5.081 2.027
H -4.245 -3.584 1.193
H -6.830 -1.598 2.662
H 0.465 -2.167 -2.447
H -4.603 -2.047 4.954
H -3.811 1.617 6.796
H -0.842 -3.643 -1.005
H -7.000 -2.316 1.057
H 0.882 0.037 -3.281
H -3.944 -2.912 2.806
H -6.790 1.554 4.807
H -2.803 -2.588 1.511
H -3.542 2.597 -0.591
H -0.130 -3.800 0.966
H -7.120 2.391 1.736
H 1.777 -3.966 5.135
H -5.260 -0.098 -0.972
H -2.497 3.923 1.989
H -3.593 -0.664 -0.873
H -2.941 -1.447 5.042
H -1.210 -2.068 -3.034
H 2.894 -0.076 3.672
H -6.736 4.118 1.755
H -7.242 -0.579 1.281
*
```



No. 4
Formula: C25H42Cl2NPSn
Source: OMol25
Level of theory: ωB97M-V with the def2-TZVPD basis set

## Properties
Max |F| (eV/Å): 6.66
ΔE to the lowest compared entry with this formula, charge and spin (kJ/mol): 93.9
DFT total energy (eV): -68262.193

```
! RIJCOSX wB97M-V def2-TZVPD def2/J DEFGRID3
* xyz 0 1
Sn -0.035 0.002 2.421
Cl 2.353 0.235 2.233
Cl -2.413 0.335 2.654
P -0.167 0.654 0.135
N 0.529 -0.034 4.408
C 0.140 5.281 1.022
C 0.407 -3.012 2.183
C -0.076 2.509 -0.008
C 1.279 3.096 0.420
C 2.483 -4.274 2.237
C -0.298 -4.235 2.148
C 1.815 -3.056 2.230
C 1.768 -5.476 2.210
C 1.140 0.505 -2.420
C 1.544 -1.411 -0.809
C -2.267 1.083 -1.842
C -1.799 0.231 -0.649
C -1.900 -1.264 -0.995
C 0.373 -5.453 2.167
C 1.283 4.621 0.244
C -3.858 -0.785 -2.515
C 2.854 -1.742 -1.535
C -3.347 -1.635 -1.345
C -0.387 -1.789 2.157
C 1.230 0.087 -0.944
C -1.223 3.158 0.788
C 2.450 0.165 -3.149
C -1.215 4.683 0.625
C -3.713 0.711 -2.212
C 2.797 -1.323 -3.010
H -2.020 5.123 1.227
H -1.108 2.900 1.849
H 0.311 -0.030 -2.902
H 1.180 4.860 -0.825
H 1.318 -0.699 4.566
H -2.489 0.414 0.188
H -1.541 -1.874 -0.159
H -2.190 2.741 0.491
H 3.677 -1.212 -1.035
H -3.277 -1.029 -3.416
H -4.369 0.975 -1.372
H -0.188 -6.383 2.145
H -4.904 -1.027 -2.735
H 3.569 -4.291 2.268
H 2.371 0.443 -4.207
H 2.363 -2.119 2.248
H 3.065 -2.815 -1.449
H 0.806 0.927 4.712
H 1.482 2.833 1.465
H 2.091 2.659 -0.170
H 1.625 -1.664 0.248
H -3.979 -1.468 -0.463
H 2.030 -1.920 -3.525
H -4.039 1.308 -3.073
H -3.410 -2.702 -1.592
H -1.613 0.920 -2.708
H -1.255 -1.486 -1.855
H 3.751 -1.536 -3.507
H 2.079 0.609 -0.482
H 0.304 5.121 2.096
H -1.385 -4.209 2.110
H 0.732 -2.014 -1.231
H 2.297 -6.425 2.221
H 0.927 1.576 -2.513
H -0.286 -0.348 4.981
H 3.262 0.768 -2.718
H -1.430 4.935 -0.424
H -1.447 -2.008 1.946
H -0.219 2.739 -1.073
H 2.249 5.026 0.568
H -2.224 2.150 -1.601
H 0.141 6.365 0.859
*
```



No. 5
Formula: C25H42Cl3N4O3PmSi
Source: OMol25
Level of theory: ωB97M-V with the def2-TZVPD basis set

## Properties
Max |F| (eV/Å): 2.16
ΔE to the lowest compared entry with this formula, charge and spin (kJ/mol): 0.0
<S²>: 6.004
DFT total energy (eV): -100717.335

```
! RIJCOSX wB97M-V def2-TZVPD def2/J DEFGRID3
* xyz 0 5
Pm 0.027 0.777 0.185
Cl -2.546 1.034 0.661
Cl -0.753 2.449 -4.756
Cl 0.640 1.997 -1.961
Si -0.513 4.381 -4.056
O -0.227 -1.315 -0.545
O 2.299 0.042 0.361
O 0.385 2.665 1.565
N -0.256 4.740 2.228
N 2.788 -1.675 -1.090
N 0.349 -1.884 6.697
N 0.138 -0.438 2.814
C 0.230 -4.763 1.981
C 0.227 -1.462 5.419
C 0.953 4.879 3.034
C -1.185 -2.297 -0.599
C -0.705 -0.460 5.067
C -0.707 0.017 3.760
C 0.170 -3.740 1.024
C 3.220 -3.064 -1.232
C 1.056 -1.986 4.404
C 2.727 -1.121 0.123
C -1.790 4.688 -2.707
C -2.241 -3.794 1.102
C 1.320 4.720 -3.826
C 2.266 -1.049 -2.291
C -0.563 -4.125 -2.153
C -1.063 -3.285 0.563
C -1.121 -2.919 -1.985
C -1.598 -2.022 -3.078
C 0.976 -1.436 3.134
C -0.467 3.605 1.588
C -0.963 -5.273 2.515
C -0.386 -4.831 -3.450
C -0.907 5.579 -5.482
C -1.120 5.907 2.076
C -2.202 -4.790 2.076
H 1.608 5.631 2.582
H 1.777 4.791 -4.827
H -0.863 6.632 -5.154
H 1.839 3.930 -3.270
H -3.133 -5.201 2.480
H -1.614 -2.523 -4.048
H 1.204 -5.161 2.298
H 2.364 -3.753 -1.308
H 1.763 -2.792 4.602
H -1.903 5.413 -5.911
H -2.618 -1.701 -2.842
H -0.239 -4.716 -1.291
H -0.172 5.463 -6.292
H -1.643 5.673 -2.230
H 3.808 -3.149 -2.155
H 1.222 -1.348 -2.455
H 3.833 -3.343 -0.367
H 0.677 5.196 4.045
H 1.079 -3.296 0.605
H -1.111 -5.654 -3.543
H 1.621 -1.809 2.335
H 1.498 5.677 -3.314
H -3.191 -3.426 0.726
H -1.973 5.636 1.446
H -0.208 -1.483 7.435
H 0.608 -5.298 -3.489
H -0.491 -4.187 -4.331
H 3.080 -1.783 0.944
H -0.923 -6.047 3.287
H -1.440 3.495 1.079
H 1.451 3.909 3.059
H 1.052 -2.554 6.959
H -1.398 -0.045 5.794
H 2.321 0.038 -2.220
H -2.170 -1.808 -0.515
H -2.794 4.661 -3.165
H -1.489 6.249 3.052
H -0.573 6.732 1.602
H -1.776 3.930 -1.907
H -0.992 -1.113 -3.160
H -1.402 0.795 3.431
H 2.854 -1.415 -3.134
*
```



No. 6
Formula: C25H42ClFO13P
Source: OMol25
Level of theory: ωB97M-V with the def2-TZVPD basis set

## Properties
Max |F| (eV/Å): 5.36
DFT total energy (eV): -77744.918

```
! RIJCOSX wB97M-V def2-TZVPD def2/J DEFGRID3
* xyz 1 1
Cl 1.716 -6.609 -0.377
P 1.960 -2.280 -0.878
F -0.428 -3.597 -0.630
O -1.835 1.845 -2.789
O -3.868 5.220 0.160
O 6.355 -4.953 3.246
O -5.412 2.518 3.612
O -2.578 6.009 -1.529
O 6.090 -2.722 2.960
O 2.983 -5.223 -2.302
O 5.875 -4.139 1.204
O -0.973 2.796 -4.638
O -3.590 3.516 4.518
O -1.901 0.731 -4.763
O -4.662 5.220 -1.943
O -4.785 2.055 5.739
C 0.946 -3.361 -3.919
C -1.084 2.980 -2.369
C 0.072 -2.247 -0.890
C -4.667 2.682 4.536
C -3.117 3.603 5.861
C 1.016 -0.653 -3.939
C 0.222 4.677 -3.691
C 2.719 -3.868 -0.189
C -3.572 2.296 6.443
C 6.952 -7.241 2.724
C -5.515 3.854 1.297
C -5.548 4.427 -1.160
C -1.616 3.790 5.893
C -1.599 1.701 -4.126
C 1.842 -2.034 -3.826
C -3.607 5.529 -1.139
C 6.260 -5.500 1.035
C -5.258 4.900 0.234
C 2.559 -5.149 -1.132
C 6.050 -6.067 2.409
C 2.790 -1.930 -2.531
C -1.007 3.797 -3.621
C -1.325 -0.089 -0.560
C -0.504 -1.235 0.227
C 6.104 -3.833 2.516
H 2.374 -1.221 0.022
H 8.001 -6.934 2.747
H -0.904 0.129 -1.610
H -6.544 3.493 1.258
H 1.134 4.075 -3.739
H -1.596 3.505 -1.561
H -0.108 2.637 -2.009
H 5.636 -5.989 0.283
H -2.394 -0.461 -0.684
H 2.549 -2.055 -4.741
H -2.886 1.467 6.246
H 2.333 -4.144 0.848
H 6.721 -7.638 3.716
H -1.115 3.055 5.257
H -5.331 4.270 2.287
H -0.094 -0.749 -3.688
H -1.221 0.878 0.036
H -0.130 -3.037 -4.190
H 0.200 5.282 -4.601
H 1.076 -0.333 -5.048
H 3.694 -2.624 -2.634
H -1.202 -1.788 0.943
H 0.855 -3.921 -2.923
H -5.305 3.372 -1.323
H 7.302 -5.528 0.704
H -1.911 4.397 -3.763
H -5.808 5.819 0.466
H 1.285 -4.120 -4.697
H -0.384 -1.954 -1.904
H -3.754 2.359 7.517
H 0.280 5.346 -2.830
H 0.370 -0.843 0.847
H -3.615 4.450 6.345
H 6.831 -8.042 1.992
H -4.835 3.005 1.185
H 5.001 -6.341 2.573
H 1.531 0.209 -3.363
H -1.227 3.705 6.910
H 3.203 -0.852 -2.479
H 3.859 -3.668 -0.116
H -1.350 4.775 5.500
H -6.585 4.602 -1.452
*
```